# 1
C44H64BrCl9NO33Zr as an isolated structure, computed with wB97M-V/def2-TZVPD.

The geometry in XYZ format:
```
153
Properties=species:S:1:pos:R:3:forces:R:3
Zr 12.482150 27.683160 -7.621250 1.41 -0.89 0.18
Br 15.909110 27.399400 -5.583100 -1.72 0.11 -0.92
Cl 0.997220 27.193260 3.738250 0.04 0.76 0.65
Cl 2.816900 23.347580 -8.328920 -0.74 -0.61 1.12
Cl 5.094440 22.010440 -9.629290 -0.45 0.58 0.04
Cl 3.598090 27.679020 2.830030 0.08 0.69 1.14
Cl 2.313500 29.794680 4.585500 0.07 -1.04 -0.41
Cl 0.607490 29.347250 -4.099240 -0.03 0.14 0.11
Cl 4.513900 24.906920 -9.845990 0.49 0.04 -0.63
Cl -1.675820 27.531690 -4.209020 -0.25 0.12 0.07
Cl -0.158210 28.130720 -6.600680 -0.01 -0.01 -0.35
O 11.737410 19.499400 -6.391110 1.21 0.90 0.25
O 6.692410 34.048740 -0.465280 0.74 1.20 -1.37
O 13.627030 19.019810 2.506850 -0.66 -1.69 -0.66
O 0.509440 22.747260 -1.770960 2.25 -3.33 2.77
O 5.730980 17.862080 -2.877670 1.45 0.09 2.20
O 9.735960 29.910140 6.284840 0.62 -0.22 2.42
O 1.586370 22.472620 0.222310 -1.10 1.21 -2.16
O 8.321030 30.807100 7.817550 0.57 -0.94 0.38
O 18.558920 27.350680 4.487870 -2.40 -2.53 -0.05
O 7.605380 17.079780 -1.743750 -1.17 0.53 -1.33
O 7.426230 17.088650 -3.983720 1.89 -1.38 -0.01
O 10.114940 26.665430 -3.808800 -1.28 -5.81 4.77
O 6.875290 21.623630 5.538020 -1.66 -0.06 -0.26
O 14.418400 17.083860 1.632030 0.35 0.38 0.72
O 11.634480 33.491990 -3.579660 -1.84 0.01 0.92
O 8.884110 22.533440 5.757070 -1.35 0.67 -0.32
O 6.325860 31.043030 -7.340050 -0.68 -0.03 1.11
O 5.559530 32.960570 1.050650 -0.19 0.16 0.36
O 12.953760 19.165640 -4.602520 1.01 -1.69 2.22
O 11.028210 25.140730 -10.392210 -1.61 -0.37 -1.27
O 8.185170 30.287390 -8.363610 -3.77 1.46 -0.03
O 12.965410 21.111810 -5.436660 0.02 3.62 -1.92
O 6.581390 31.425010 -9.482900 -0.37 0.70 -0.79
O 10.052550 29.536860 8.567980 -1.82 1.81 -3.05
O 6.962030 23.731470 6.296630 1.26 -1.40 -1.12
O 12.697160 24.208020 -9.683290 3.00 -1.21 1.74
O 1.145420 20.618140 -0.969690 0.29 0.85 -0.10
O 6.840980 34.795030 1.702610 -2.04 -3.12 -3.87
O 12.623230 32.350190 -5.220980 0.40 2.19 2.02
O 12.403870 17.086770 2.577540 -0.26 0.90 0.10
O 17.449660 25.805610 3.254780 1.11 1.71 -1.27
O 17.013010 25.933320 5.401430 -0.63 -0.15 0.53
O 13.526260 34.197960 -4.244670 3.23 -0.25 -1.94
N 9.788890 25.625090 -2.828840 -0.66 7.96 -3.51
C 11.768440 24.104390 -10.466470 -0.86 1.10 -0.54
C 5.147400 31.675460 -7.770610 -2.44 0.13 1.40
C 6.014420 33.083620 -1.227280 -0.97 -1.52 0.09
C 7.197110 25.917270 -2.856310 0.69 1.66 0.50
C 12.971520 35.332460 -3.676460 -0.11 0.56 0.70
C 13.412670 20.029390 -3.566420 1.38 -0.45 0.58
C 16.193070 24.866500 4.906170 0.90 -1.32 -0.18
C 9.417990 30.073010 7.655530 2.62 -2.74 2.07
C -0.102970 27.924680 -4.867660 0.36 -0.48 0.40
C 8.667960 23.957590 -0.690180 0.29 0.56 -0.85
C 12.645040 15.735330 2.273510 0.36 -1.01 -1.13
C 9.096340 21.227320 5.231370 0.51 -0.18 0.08
C 11.971180 34.636230 -2.822630 -1.39 1.22 1.63
C 13.814400 21.263160 -4.345580 0.58 0.22 0.64
C 10.177370 25.998170 -1.429880 1.41 -2.29 2.36
C 6.665640 17.733330 -4.957700 0.34 0.82 -0.51
C 11.658550 26.385760 -1.235950 -0.38 -0.61 -1.57
C 8.436910 25.028600 -3.034910 -0.18 -3.82 -1.87
C 12.617250 33.282440 -4.403280 -0.22 -3.87 -3.36
C 13.873390 15.800900 1.379460 -0.48 -0.26 -1.35
C 7.961810 31.299150 6.558280 -0.67 1.01 -0.32
C 12.537790 19.906480 -5.573780 -3.45 -1.96 -2.36
C 7.058100 30.853350 -8.386330 6.20 -1.86 -1.05
C 8.346640 24.487510 -4.536270 0.74 0.77 0.28
C 5.351750 32.105940 -9.169910 -0.07 0.15 -0.74
C 2.301760 21.487120 0.851060 0.12 -1.32 0.71
C 6.385390 34.034400 0.807240 1.04 1.18 4.31
C 17.741570 26.434060 4.403570 2.41 3.01 0.10
C 7.509160 22.744890 5.863810 0.55 1.21 1.46
C 2.502570 28.053140 4.244110 -0.52 -0.65 -1.00
C 9.338050 27.147980 -0.804230 -1.66 0.59 -1.19
C 10.044680 24.624890 -0.594740 -1.17 1.11 0.93
C 8.729700 30.503700 5.551900 -0.83 0.40 -1.12
C 13.469080 17.853080 2.232980 1.05 0.73 0.90
C 7.743810 20.566580 5.291770 1.06 -0.95 0.28
C 7.003640 17.325520 -2.760750 -0.71 -0.02 1.23
C 5.177360 32.275490 -0.153400 1.24 1.49 -1.08
C 8.358950 23.734280 -2.156650 -0.10 -0.79 0.61
C 3.834070 23.290520 -9.713570 0.28 -0.22 -0.46
C 16.833920 24.628390 3.514000 -2.10 -2.07 1.09
C 5.397020 18.037770 -4.224470 -1.54 -0.44 0.02
C 1.624570 20.166760 0.296380 1.00 1.37 2.21
C 1.062660 21.998930 -0.937140 -2.21 2.29 -1.93
C 11.638640 22.878040 -11.409570 -0.28 0.26 0.44
H 7.404370 23.224100 -2.285500 -0.49 0.67 -0.09
H 9.727030 20.699730 5.946900 0.57 0.20 -0.56
H 8.997990 22.885150 -2.398930 0.73 0.52 -1.02
H 13.697190 22.246490 -3.890140 -0.56 -0.20 0.19
H 6.713210 32.443760 -1.766140 0.31 0.12 0.28
H 8.354370 32.316000 6.561390 -0.97 0.37 -0.31
H 7.860820 19.890090 6.138400 -1.13 -0.16 0.11
H 16.339060 23.971300 5.510660 0.16 0.21 0.29
H 4.949270 32.557860 -7.162140 0.00 -0.37 0.37
H 7.898280 24.609350 -0.276790 0.09 -0.02 0.43
H 5.493860 31.232590 -0.170240 -0.24 0.08 0.52
H 6.566960 17.073190 -5.819440 0.01 0.32 0.01
H 11.887860 27.177160 -1.949540 0.27 0.50 0.71
H 13.626050 15.849070 0.318990 -0.59 -0.17 -0.09
H 12.774680 15.115790 3.160900 0.02 0.34 0.16
H 12.300850 25.553540 -1.523950 -0.01 -0.12 -0.01
H 16.030230 24.368990 2.824880 0.29 0.30 -0.45
H 11.815410 26.544450 -0.169040 0.05 0.56 -0.32
H 0.819870 19.826520 0.948150 -0.37 0.25 -0.29
H 11.089290 35.256790 -2.663650 -0.13 -0.29 0.10
H 9.201340 27.973080 -1.503240 0.72 0.12 -0.39
H 14.503370 14.911820 1.407010 0.70 0.57 0.85
H 3.348430 21.557340 0.555010 0.17 -0.21 -0.09
H 12.603710 20.150720 -2.846030 0.19 0.13 0.11
H 4.577310 31.818670 -9.881130 0.14 -0.32 0.14
H 12.296370 22.917650 -12.277850 -0.08 0.68 -0.03
H 7.497550 20.000460 4.393460 -0.28 0.24 0.09
H 8.231450 25.250770 -5.305860 -0.15 0.46 0.40
H 10.614950 22.705910 -11.742050 0.03 0.29 -0.01
H 6.244490 25.404810 -2.990460 0.44 -0.39 -0.49
H 15.115370 25.029700 4.912560 0.18 0.86 -0.12
H 6.901110 31.102620 6.402120 -0.04 0.96 0.20
H 7.497890 23.817160 -4.671740 0.21 -0.14 0.38
H 4.626410 17.286330 -4.396510 -0.22 0.21 -0.52
H 7.361310 26.715600 -3.580060 -0.56 0.05 -0.21
H 11.978860 21.960800 -10.928910 -0.08 0.23 0.54
H 5.354820 33.489540 -1.994250 0.11 0.62 0.26
H 17.550020 23.806760 3.529290 0.08 -0.04 0.07
H 9.465280 21.223760 4.205710 0.47 0.41 0.21
H 13.735230 35.877990 -3.122190 -0.15 0.03 -0.17
H 10.897890 23.956180 -0.708650 -0.14 -0.04 -0.77
H 9.292810 24.019430 -4.807850 -0.15 -0.48 0.19
H 12.509810 35.930640 -4.462020 0.05 0.25 0.07
H 7.219040 18.651020 -5.156930 -0.13 0.02 -0.73
H 2.229810 21.765760 1.902390 0.01 -0.91 0.19
H 5.339300 33.195660 -9.148500 1.11 0.07 -0.73
H 8.071530 29.772820 5.082090 0.24 -0.32 -0.12
H 7.083800 26.436520 -1.904660 0.24 -0.37 0.05
H 4.119770 32.408120 -0.381430 0.00 -0.23 0.51
H 8.699060 23.011520 -0.149730 -0.23 0.07 0.03
H 4.317100 30.972280 -7.705430 0.01 -0.03 0.36
H 12.363940 34.316340 -1.857490 0.12 0.04 -0.01
H 10.087820 24.858550 0.469050 0.44 0.67 0.05
H 0.541000 27.080860 -4.619910 -0.06 0.22 -0.24
H 2.817680 27.549800 5.158150 0.35 0.22 -0.38
H 2.388130 19.393300 0.379160 -0.12 -0.19 -1.30
H 14.859730 21.262590 -4.654410 0.06 -0.42 -0.23
H 3.189390 23.050320 -10.559030 0.43 0.22 -0.05
H 14.318430 19.580890 -3.158340 -0.42 -0.13 0.53
H 9.107050 31.193040 4.796570 0.27 -0.30 -0.15
H 8.278240 26.933970 -0.666010 0.29 -0.69 0.53
H 11.873850 15.301860 1.636740 -0.52 0.23 0.49
H 4.991700 19.044440 -4.326500 0.08 -0.11 -0.37
H 9.686890 27.620150 0.114170 0.62 -0.71 -0.04
```
Forces are in eV/Å.

- E_HOMO: -9.70 eV
- Total charge: +1

Atom charges from the Mulliken analysis, given in e for atoms 1 to 99:
1. Zr 1.508
2. Br -0.554
3. Cl -0.117
4. Cl -0.103
5. Cl -0.120
6. Cl -0.108
7. Cl -0.099
8. Cl -0.129
9. Cl -0.105
10. Cl -0.109
11. Cl -0.115
12. O -0.595
13. O -0.329
14. O -0.551
15. O -0.576
16. O -0.333
17. O -0.304
18. O -0.281
19. O -0.297
20. O -0.550
21. O -0.559
22. O -0.334
23. O -0.386
24. O -0.329
25. O -0.336
26. O -0.268
27. O -0.327
28. O -0.256
29. O -0.320
30. O -0.317
31. O -0.661
32. O -0.660
33. O -0.313
34. O -0.301
35. O -0.544
36. O -0.536
37. O -0.580
38. O -0.306
39. O -0.573
40. O -0.649
41. O -0.302
42. O -0.318
43. O -0.312
44. O -0.300
45. N 0.560
46. C 0.776
47. C -0.289
48. C -0.261
49. C -1.473
50. C -0.264
51. C -0.278
52. C -0.288
53. C 0.641
54. C 0.087
55. C -0.650
56. C -0.228
57. C -0.235
58. C -0.344
59. C -0.249
60. C 1.434
61. C -0.243
62. C -1.672
63. C 1.308
64. C 0.708
65. C -0.361
66. C -0.331
67. C 0.717
68. C 0.677
69. C -1.672
70. C -0.209
71. C -0.321
72. C 0.687
73. C 0.682
74. C 0.674
75. C 0.014
76. C -1.564
77. C -1.270
78. C -0.244
79. C 0.667
80. C -0.279
81. C 0.697
82. C -0.200
83. C -1.348
84. C 0.043
85. C -0.266
86. C -0.235
87. C -0.256
88. C 0.656
89. C -0.880
90. H 0.557
91. H 0.263
92. H 0.433
93. H 0.243
94. H 0.242
95. H 0.299
96. H 0.240
97. H 0.258
98. H 0.271
99. H 0.256

# 2
C26H55N2O12P3 as an isolated structure, computed with wB97M-V/def2-TZVPD.

The geometry in XYZ format:
```
98
Properties=species:S:1:pos:R:3:forces:R:3
P -1.221756 -2.663263 2.852277 0.53 -0.56 -1.65
P 0.543135 2.470389 3.061692 -0.90 4.04 -0.56
P -1.620097 0.761228 -4.596193 0.21 0.11 -2.60
O -1.473317 -1.965878 4.266181 1.67 0.26 -1.29
O 0.229213 -3.401035 2.968018 -1.45 3.41 -1.99
O 0.297754 2.968616 1.457218 0.83 0.01 4.01
O -1.139198 1.965030 -5.572983 -1.43 -1.85 0.33
O 0.351694 3.655712 4.006327 0.82 -3.06 -2.13
O -0.290449 -0.078771 -4.250632 -3.67 -0.43 -4.97
O -2.433134 -0.252817 -5.520769 0.79 1.81 -0.45
O -0.595534 1.347457 3.181907 -0.46 4.94 3.26
O -2.323386 -3.565973 2.455811 0.79 0.74 0.29
O -0.954639 -1.496363 1.754116 -1.25 -1.92 2.34
O -2.385097 1.153028 -3.371154 -5.66 4.05 -8.53
O 1.972572 1.678228 3.063176 -1.25 0.87 0.59
N -1.034708 0.500179 -2.026011 6.36 -4.85 5.04
N 3.717880 1.585524 -2.449215 0.16 -2.02 -1.39
C 0.407688 -0.887068 -5.225487 1.69 -0.89 1.37
C 1.249907 -4.049092 4.976815 -0.52 -1.45 -0.22
C -3.414983 -2.467520 5.448647 -0.90 0.55 0.63
C -0.450129 3.123328 -5.156632 1.43 1.58 1.52
C 0.702214 2.786935 -4.177978 0.19 0.09 0.17
C -2.753657 -1.449449 4.494660 -2.10 -1.55 1.69
C 0.323323 0.302917 -2.240761 0.47 -0.95 1.80
C -1.287319 0.103341 -0.737973 0.14 0.37 -0.68
C -2.969949 -1.434790 -4.955745 -0.34 -0.93 0.56
C 3.532175 -0.618871 -2.239402 -0.23 -2.19 2.88
C 3.400442 0.571755 -1.597471 1.42 1.26 1.06
C 4.003604 0.951113 -3.690313 -0.12 1.43 0.91
C 0.892265 -0.118758 -1.068670 0.43 -0.39 -1.53
C -0.087664 -0.388224 2.007061 -0.42 -0.55 9.17
C -2.001050 1.604560 3.116744 -0.16 1.79 -0.24
C 0.402888 -4.496729 3.765596 0.21 -0.79 1.74
C 2.304774 1.780571 5.614216 -0.23 -0.14 -1.31
C -0.027438 2.473654 -0.803487 1.31 2.95 -0.02
C 1.704070 -1.481137 -4.491481 -2.02 -0.41 -1.27
C 0.798742 2.158312 0.416486 -0.35 -0.47 0.27
C 1.248778 -0.748374 1.504171 4.82 -3.25 2.28
C -0.093136 -0.123940 -0.111463 -3.32 -2.84 -6.17
C 3.826086 -0.421873 -3.516579 3.97 3.64 -3.69
C -3.872194 -2.065044 -5.973402 -0.38 0.27 0.19
C -2.560085 2.755605 3.974765 -1.05 -1.22 0.64
C 2.501903 1.033512 4.276894 -0.65 -0.60 0.92
H 2.256246 -3.739795 4.694458 -0.25 0.43 -0.23
H 3.123499 0.772374 -0.573036 0.62 0.25 -0.27
H 0.327546 2.384481 -3.236837 -0.49 0.01 -0.66
H -2.330689 3.792427 3.728867 0.03 -0.42 -0.53
H -4.355579 -2.916676 -5.494696 0.00 -0.14 -0.23
H 0.687040 0.384656 -3.254387 1.49 0.86 2.68
H 2.076948 -2.250691 -5.167386 0.38 0.20 -0.41
H 0.872034 -5.300847 3.198683 0.16 0.08 -0.06
H -3.373250 -2.356034 -6.897778 0.00 0.01 0.12
H 1.710552 -1.349974 2.287079 0.61 0.22 0.44
H -2.188018 -2.120453 -4.629305 0.31 0.12 -0.07
H 1.608017 -2.036131 -3.558292 -1.07 0.17 0.11
H 1.252206 1.767608 5.897093 0.11 0.22 0.14
H 3.466538 -1.649225 -1.922444 -0.51 0.30 0.90
H 3.564035 0.797423 4.211748 0.01 0.54 -0.98
H -3.476115 -1.410595 3.679397 0.71 -0.12 -0.88
H -2.538280 2.697228 5.062982 1.03 -0.44 0.11
H -4.635154 -1.311452 -6.168626 -0.16 -0.21 -0.39
H -2.553227 0.673618 3.245321 0.55 0.01 0.48
H 1.939909 -0.295307 -0.874577 -1.80 -0.48 -0.03
H 2.484580 -0.766667 -4.229887 -2.30 -0.15 -1.37
H -1.097088 2.269586 -0.851457 0.60 0.32 0.86
H 0.034828 -0.444521 0.911892 -0.56 0.11 -11.23
H 1.914700 0.048848 1.173892 -0.23 -0.18 0.69
H -3.637024 -3.459401 5.054981 0.38 0.23 -0.82
H 0.761018 1.108954 0.708941 0.06 1.70 -0.11
H -0.033541 0.050193 3.003538 0.24 -3.64 0.26
H -1.045067 3.897322 -4.671766 -0.98 -0.75 0.73
H -1.750374 0.595472 -2.732298 1.12 -1.75 3.24
H -2.724794 -0.429444 4.877874 0.44 -0.26 0.46
H -0.477414 0.448654 1.427559 -1.07 0.31 2.85
H 1.416025 -4.935443 5.589090 -0.13 0.01 0.37
H 2.012422 0.059845 4.298628 -0.12 -0.05 0.15
H 1.160251 -1.424131 0.653518 0.62 -0.53 0.73
H 0.690206 -3.306974 5.546112 0.31 0.11 -0.02
H 0.754071 -0.282051 -6.063388 -0.17 0.13 0.01
H -3.607386 2.473610 3.866399 -0.62 0.95 -0.47
H -0.226262 -1.695333 -5.590055 -0.11 0.15 0.07
H 1.867330 2.341423 0.303816 0.21 0.41 -0.47
H 0.419095 2.071085 -1.712689 -0.01 0.74 1.28
H -0.607304 -4.823335 4.012433 0.16 -0.59 0.68
H 0.131917 3.550937 -0.849984 -0.36 0.51 -0.30
H 1.291968 3.611198 -3.776893 -0.29 0.70 -0.60
H -0.219873 3.771994 -6.001809 0.73 -1.07 -0.74
H -2.885721 -2.684604 6.376475 0.29 0.54 0.01
H -2.328312 0.022457 -0.461935 0.01 0.12 0.55
H 2.904948 1.274672 6.370497 -0.02 0.05 -0.01
H -2.264848 1.888945 2.098097 0.41 0.05 -0.35
H -3.570629 -1.216921 -4.072678 0.09 0.32 0.11
H 4.277309 1.623150 -4.490225 -0.03 -0.48 -0.29
H 3.965939 -1.098667 -4.346521 0.86 -0.10 0.64
H 1.467722 2.075178 -4.486992 -0.25 -0.13 -0.63
H -4.398177 -2.070487 5.701226 -0.13 0.08 0.33
H 2.646907 2.803595 5.457818 -0.10 0.04 0.38
H 3.816131 2.562209 -2.211449 -0.14 -0.32 -0.17
```
Forces are in eV/Å.

- E_HOMO: -6.38 eV
- Total charge: 0

Charges computed using Mulliken, reported in e:
1. P 0.475
2. P 0.674
3. P 0.602
4. O 0.014
5. O -0.181
6. O -0.704
7. O -0.433
8. O -0.789
9. O -0.140
10. O -0.319
11. O 0.048
12. O -0.852
13. O -0.174
14. O -0.526
15. O -0.255
16. N 0.412
17. N 0.052
18. C -0.407
19. C -1.048
20. C -1.510
21. C -0.570
22. C 0.141
23. C -0.167
24. C -1.138
25. C -1.454
26. C -0.035
27. C -0.512
28. C -1.472
29. C -1.182
30. C -0.149
31. C -0.311
32. C -0.037
33. C -0.411
34. C -1.193
35. C 0.491
36. C -0.968
37. C 0.653
38. C -2.285
39. C 0.937
40. C 0.881
41. C -1.507
42. C -1.663
43. C -0.082
44. H 0.282
45. H 0.849
46. H 0.030
47. H 0.340
48. H 0.414
49. H 0.259
50. H 0.637
51. H 0.357
52. H 0.333
53. H 0.695
54. H 0.278
55. H 0.324
56. H 0.226
57. H 0.418
58. H 0.481
59. H 0.400
60. H 0.317
61. H 0.334
62. H 0.406
63. H 0.604
64. H -0.633
65. H 0.143
66. H -1.280
67. H 0.284
68. H 0.327
69. H -0.971
70. H 2.138
71. H 0.314
72. H 0.705
73. H 0.327
74. H 0.152
75. H 0.426
76. H 0.080
77. H 0.681
78. H 0.233
79. H 0.320
80. H 0.461
81. H 0.384
82. H 0.488
83. H -1.602
84. H 0.321
85. H 0.565
86. H 0.498
87. H 0.462
88. H 0.339
89. H 0.766
90. H 0.473
91. H 0.104
92. H 0.335
93. H 0.444
94. H 0.748
95. H 0.077
96. H 0.439
97. H 0.289
98. H 0.274

Question: The lowest E_HOMO belongs to which entry?
Answer: C44H64BrCl9NO33Zr

Question: The lowest total charge belongs to which entry?
Answer: C26H55N2O12P3